Run i
Formula: C2H4N6
Source: OMol25
Level of theory: ωB97M-V with the def2-TZVPD basis set

XYZ file:
```
12
C2H4N6 ωB97M-V with the def2-TZVPD basis set
C 1.0191 1.0959 0.3655
C -0.2798 0.5522 0.3257
H 3.3291 -1.2441 -0.6366
H 1.5400 -1.3130 -0.2030
H 1.2514 2.1172 0.1456
H -1.9505 1.8946 -0.2706
N 2.3625 -0.8362 -0.2095
N 2.1627 0.4702 -0.1704
N -0.3718 -0.8303 0.4220
N -1.5475 -1.2079 0.1287
N -2.3305 -0.1996 -0.3433
N -1.5048 0.9832 -0.2820
```

Values from the calculation:
SMILES: N/N=C\c1nnn[nH]1
LUMO: -0.212 eV
Highest occupied orbital energy: -0.3196 hartree

Results of the Löwdin charge analysis, in e, for atoms 1 through 5: C -0.1116; C -0.2726; H 0.1894; H 0.0065; H 0.0735

=====

Run ii
Formula: C2H4N6
Source: OMol25
Level of theory: ωB97M-V with the def2-TZVPD basis set

XYZ file:
```
12
C2H4N6 ωB97M-V with the def2-TZVPD basis set
C -1.0692 -0.1867 0.0009
C 2.3508 -0.6107 0.0521
H -0.9978 1.8588 0.0389
H -2.5659 1.1752 -0.1290
H -2.6147 -1.2585 -0.0760
H 3.2731 -1.1636 0.1123
N -1.6097 1.0614 0.1645
N -1.6036 -1.3251 -0.1094
N 0.3714 -0.1284 0.0034
N 1.1650 -1.1811 0.1078
N 2.2830 0.7371 -0.0671
N 1.0175 1.0216 -0.0984
```

Values from the calculation:
SMILES: [H]/N=C(\N)n1ncnn1
LUMO: 0.518 eV
Highest occupied orbital energy: -0.3726 hartree

Results of the Löwdin charge analysis, in e, for atoms 1 through 5: C -0.4763; C -0.2010; H 0.0803; H 0.1026; H 0.0531

=====

Run iii
Formula: C2H4N6
Source: OMol25
Level of theory: ωB97M-V with the def2-TZVPD basis set

XYZ file:
```
12
C2H4N6 ωB97M-V with the def2-TZVPD basis set
C 0.1114 -0.6692 0.0637
C 0.1573 0.7071 0.1703
H -0.9618 -2.2489 -0.2423
H -1.9441 -0.9773 -0.2714
H -0.9242 2.3228 -0.4277
H -1.4840 1.0975 0.8095
N -1.0712 -1.3729 0.1556
N 1.2404 -1.4076 -0.0420
N 2.3121 -0.6410 -0.1429
N 2.3364 0.5489 0.0151
N 1.2791 1.3239 0.1899
N -1.0514 1.3167 -0.2778
```

Values from the calculation:
SMILES: Nc1nnnnc1N
LUMO: -0.111 eV
Highest occupied orbital energy: -0.3411 hartree

Results of the Löwdin charge analysis, in e, for atoms 1 through 5: C -0.3352; C -0.4156; H 0.0638; H 0.1203; H 0.0861

=====

Relative energies, unit kJ/mol: run i 320.2; run ii 0.0; run iii 248.9

=====

Run i
Formula: C26H29NO4
Source: OMol25
Level of theory: ωB97M-V with the def2-TZVPD basis set

XYZ file:
```
60
C26H29NO4 ωB97M-V with the def2-TZVPD basis set
C -7.7267 -2.5021 0.5597
C -6.6732 -2.0687 0.1808
C -5.4320 -1.5561 -0.2670
C -5.3678 -0.3093 -0.8879
C -4.1540 0.1844 -1.3195
C -2.9811 -0.5412 -1.1397
C -3.0516 -1.7876 -0.5319
C -4.2609 -2.2924 -0.0972
H -4.3080 -3.2616 0.3780
H -2.1508 -2.3656 -0.3913
C -1.6706 0.0525 -1.6172
C -0.5511 -0.9359 -1.5947
C 0.4269 -0.9043 -0.6908
O 0.5192 0.0337 0.3165
C -0.6520 0.7971 0.5341
O -1.6246 0.0756 1.2187
C -1.2935 -0.3126 2.5436
C -1.4815 0.8107 3.5587
H -2.4928 1.2031 3.4891
H -1.3198 0.4233 4.5606
H -0.7790 1.6230 3.3861
H -1.9795 -1.1342 2.7630
H -0.2647 -0.6926 2.5754
C -1.2679 1.2894 -0.7845
C -0.2806 2.1940 -1.5415
C -0.5738 3.6913 -1.4027
C -0.4387 4.2369 0.0210
O 0.8739 4.1718 0.5237
H 1.1926 3.2656 0.4419
H -1.1358 3.7132 0.6921
H -0.6958 5.2990 0.0302
H 0.1191 4.2396 -2.0446
H -1.5884 3.8941 -1.7499
H -0.3142 1.9511 -2.6053
H 0.7396 1.9792 -1.2106
H -2.1692 1.8505 -0.5263
H -0.2929 1.6423 1.1436
C 1.5394 -1.8978 -0.7213
O 1.6139 -2.7581 -1.5786
N 2.4246 -1.7642 0.2884
H 2.3211 -0.9768 0.9095
C 3.6308 -2.5555 0.3797
C 4.8585 -1.7201 0.1227
C 4.9606 -0.9976 -1.0606
C 6.0709 -0.2118 -1.3076
C 7.0934 -0.1419 -0.3753
C 6.9995 -0.8603 0.8037
C 5.8845 -1.6424 1.0534
H 5.8145 -2.2013 1.9761
H 7.7946 -0.8101 1.5331
H 7.9618 0.4703 -0.5687
H 6.1418 0.3450 -2.2304
H 4.1645 -1.0619 -1.7883
H 3.5361 -3.3364 -0.3820
H 3.6875 -3.0246 1.3676
H -0.5300 -1.7190 -2.3355
H -1.8292 0.3777 -2.6535
H -4.1174 1.1488 -1.8079
H -6.2737 0.2624 -1.0295
H -8.6469 -2.8817 0.8908
```

Values from the calculation:
SMILES: C#Cc1ccc([C@@H]2C=C(C(=O)NCc3ccccc3)O[C@H](OCC)[C@H]2CCCO)cc1
LUMO: 0.509 eV
Highest occupied orbital energy: -0.3147 hartree

Results of the Löwdin charge analysis, in e, for atoms 1 through 5: C 0.1340; C -0.1056; C -0.2598; C -0.0198; C -0.0254

=====

Run ii
Formula: C26H29NO4
Source: OMol25
Level of theory: ωB97M-V with the def2-TZVPD basis set

XYZ file:
```
60
C26H29NO4 ωB97M-V with the def2-TZVPD basis set
C -5.5287 -5.2525 -1.1161
C -4.8384 -4.3690 -0.6871
C -4.0274 -3.3258 -0.1800
C -2.7954 -3.0407 -0.7688
C -2.0098 -2.0216 -0.2713
C -2.4331 -1.2600 0.8127
C -3.6541 -1.5581 1.4057
C -4.4487 -2.5768 0.9175
H -5.3979 -2.8006 1.3819
H -3.9892 -0.9843 2.2587
C -1.5573 -0.1553 1.3524
C -0.2324 -0.7438 1.7401
C 0.9362 -0.1863 1.4284
O 1.0638 1.0303 0.8099
C -0.1245 1.8073 0.7799
O 0.0670 2.8522 -0.1042
C 1.0516 3.7970 0.2913
C 1.0074 4.9654 -0.6783
H 0.0312 5.4415 -0.6472
H 1.1879 4.6115 -1.6891
H 1.7679 5.6938 -0.4120
H 2.0427 3.3270 0.2822
H 0.8388 4.1331 1.3175
C -1.3407 0.9785 0.3335
C -2.5581 1.8936 0.1747
C -3.6712 1.2909 -0.6818
C -4.7831 2.3060 -0.9632
O -4.4164 3.2936 -1.8949
H -3.5945 3.7040 -1.6033
H -5.6438 1.8004 -1.4069
H -5.1049 2.7717 -0.0189
H -4.1089 0.4291 -0.1796
H -3.2606 0.9544 -1.6356
H -2.9527 2.1491 1.1621
H -2.2037 2.8153 -0.2927
H -1.0844 0.5539 -0.6415
H -0.2942 2.1951 1.8087
C 2.2274 -0.8652 1.7518
O 2.2695 -1.9223 2.3525
N 3.3170 -0.1916 1.3312
H 3.1726 0.6308 0.7660
C 4.6566 -0.7262 1.4421
C 5.1654 -1.2095 0.1078
C 6.2522 -0.6092 -0.5113
C 6.6903 -1.0572 -1.7462
C 6.0392 -2.1036 -2.3754
C 4.9498 -2.7041 -1.7652
C 4.5157 -2.2601 -0.5299
H 3.6707 -2.7280 -0.0461
H 4.4406 -3.5226 -2.2523
H 6.3804 -2.4521 -3.3390
H 7.5405 -0.5865 -2.2180
H 6.7636 0.2087 -0.0229
H 5.3195 0.0423 1.8514
H 4.5913 -1.5611 2.1465
H -0.2240 -1.6928 2.2512
H -2.0382 0.2615 2.2475
H -1.0495 -1.8178 -0.7226
H -2.4618 -3.6273 -1.6120
H -6.1295 -6.0261 -1.4918
```

Values from the calculation:
SMILES: C#Cc1ccc([C@H]2C=C(C(=O)NCc3ccccc3)O[C@@H](OCC)[C@@H]2CCCO)cc1
LUMO: 0.591 eV
Highest occupied orbital energy: -0.3196 hartree

Results of the Löwdin charge analysis, in e, for atoms 1 through 5: C 0.1385; C -0.1031; C -0.2553; C -0.0087; C -0.0148

=====

Relative energies, unit kJ/mol: run i 6.0; run ii 0.0

=====

Run i
Formula: C16H25NO
Source: OMol25
Level of theory: ωB97M-V with the def2-TZVPD basis set

XYZ file:
```
43
C16H25NO ωB97M-V with the def2-TZVPD basis set
C -1.4323 -1.4039 1.7102
H -1.0027 -0.4053 1.6801
C -2.2034 -1.7039 0.4295
H -2.6097 -2.7150 0.4917
H -1.5197 -1.6828 -0.4243
C -3.3577 -0.7186 0.2110
C -2.8764 0.7312 0.2412
O -3.3265 1.5551 1.0095
N -1.9437 1.0349 -0.6902
H -1.5486 0.2975 -1.2486
C -1.2930 2.3243 -0.7367
C -0.0489 2.3804 0.1560
C 1.0150 1.3663 -0.2566
H 0.6009 0.3565 -0.2130
H 1.3269 1.5555 -1.2871
C 2.2423 1.4237 0.6601
C 3.2261 0.3547 0.2799
C 3.0696 -0.9420 0.7542
C 3.9453 -1.9434 0.3757
C 4.9913 -1.6612 -0.4866
C 5.1549 -0.3734 -0.9666
C 4.2763 0.6261 -0.5868
H 4.4096 1.6306 -0.9634
H 5.9701 -0.1463 -1.6384
H 5.6772 -2.4417 -0.7813
H 3.8134 -2.9463 0.7555
H 2.2566 -1.1652 1.4311
H 2.7067 2.4085 0.5826
H 1.9195 1.2791 1.6935
H 0.3668 3.3885 0.1113
H -0.3571 2.1909 1.1862
H -2.0205 3.0598 -0.3853
H -1.0285 2.5438 -1.7745
C -4.1180 -0.9704 -1.0997
C -4.9323 -2.2593 -1.0775
H -5.6226 -2.2583 -0.2373
H -5.5096 -2.3521 -1.9945
H -4.2880 -3.1307 -0.9945
H -3.4148 -1.0024 -1.9359
H -4.7950 -0.1298 -1.2693
H -4.0614 -0.8165 1.0440
H -0.6282 -2.1241 1.8479
H -2.0943 -1.4575 2.5711
```

Values from the calculation:
SMILES: CCC(CC)C(=O)NCCCCc1ccccc1
LUMO: 0.811 eV
Highest occupied orbital energy: -0.3351 hartree

Results of the Löwdin charge analysis, in e, for atoms 1 through 5: C -0.0854; H 0.0602; C -0.2170; H 0.1070; H 0.1074

=====

Run ii
Formula: C16H25NO
Source: OMol25
Level of theory: ωB97M-V with the def2-TZVPD basis set

XYZ file:
```
43
C16H25NO ωB97M-V with the def2-TZVPD basis set
C 1.2561 3.2828 3.0111
C 0.7466 1.8939 2.7634
C 0.4706 1.4763 1.4685
C -0.0175 0.2101 1.1697
C -0.2030 -0.6938 2.2265
C 0.0718 -0.2686 3.5208
C 0.5330 1.0026 3.8000
H 0.7330 1.2949 4.8210
H -0.0785 -0.9615 4.3371
C -0.6900 -2.1019 2.0568
H -0.1815 -2.6079 1.2417
H -0.5311 -2.6647 2.9749
H -1.7522 -2.1027 1.8237
C -0.2733 -0.2006 -0.2799
C 1.0053 -0.8958 -0.8057
H 1.3311 -1.6642 -0.1053
H 1.7913 -0.1398 -0.8518
C 0.7869 -1.5203 -2.1958
N -0.4212 -0.9572 -2.7937
C -0.7227 -1.4586 -4.1150
H -0.6267 -2.5437 -4.1147
H -0.0736 -1.0465 -4.9005
H -1.7549 -1.2030 -4.3588
C -0.4960 0.4900 -2.7089
C -0.5340 0.9877 -1.2445
C -1.8627 1.6638 -0.9179
H -1.8487 2.0407 0.1019
H -2.6771 0.9488 -1.0021
H -2.0463 2.4943 -1.5967
H 0.2698 1.7171 -1.1324
H 0.3393 0.9693 -3.2469
H -1.4165 0.7925 -3.2156
C 2.0591 -1.3780 -3.0423
H 1.9705 -1.9241 -3.9783
H 2.2605 -0.3321 -3.2638
H 2.9045 -1.7806 -2.4904
H 0.5813 -2.5933 -2.0769
O -1.3881 -1.0618 -0.3076
H -1.5010 -1.3138 -1.2390
H 0.6530 2.1906 0.6812
H 2.1531 3.4728 2.4229
H 1.4926 3.4268 4.0623
H 0.5062 4.0189 2.7219
```

Values from the calculation:
SMILES: Cc1ccc(C)c([C@]2(O)C[C@H](C)N(C)C[C@H]2C)c1
LUMO: 0.833 eV
Highest occupied orbital energy: -0.3099 hartree

Results of the Löwdin charge analysis, in e, for atoms 1 through 5: C -0.0531; C -0.2766; C 0.0022; C -0.0905; C -0.1990

=====

Relative energies, unit kJ/mol: run i 0.0; run ii 81.8

=====

Run i
Formula: C4H14N3O
Source: OMol25
Level of theory: ωB97M-V with the def2-TZVPD basis set

XYZ file:
```
22
C4H14N3O ωB97M-V with the def2-TZVPD basis set
C -0.5658 0.9634 1.7784
C 0.5366 -0.1253 1.6658
C 0.6514 -0.9135 0.3839
N 2.5216 -1.3718 -1.8335
C 1.6145 -0.2783 -1.7118
N 0.8974 0.0199 -0.7262
N -1.0308 1.4978 0.4168
H -0.4708 1.7641 2.5073
H -1.4561 0.5007 2.1921
H 1.4763 0.3507 1.9256
H 0.1954 -0.7773 2.4391
H 1.3737 -1.6884 0.5319
H -0.3146 -1.3089 0.0506
H 2.1772 -2.2196 -2.2635
H 3.0390 -1.5817 -0.9887
H 1.8004 0.3465 -2.5773
H -0.4331 0.9677 -0.2679
H -0.6921 2.4495 0.3160
H -2.0273 1.3766 0.2494
H -3.0363 -0.7799 -1.2539
H -3.3777 0.6567 -1.7432
O -2.8789 0.1512 -1.0907
```

Values from the calculation:
LUMO: -2.818 eV
Total charge: +1
Highest occupied orbital energy: -0.4865 hartree

Results of the Löwdin charge analysis, in e, for atoms 1 through 5: C -0.1090; C -0.1511; C -0.1904; N 0.0621; C -0.2193

=====

Run ii
Formula: C4H14N3O
Source: OMol25
Level of theory: ωB97M-V with the def2-TZVPD basis set

XYZ file:
```
22
C4H14N3O ωB97M-V with the def2-TZVPD basis set
C -1.9556 1.4545 1.0096
C -1.2259 1.2761 -0.0983
N -1.6275 1.2015 -1.3825
N -1.2361 1.4561 2.3033
H -3.0065 1.6304 1.1599
H -0.1638 1.0692 -0.0049
H -0.9368 0.7487 -1.9710
H -2.5664 0.9172 -1.5982
H -1.6051 0.7665 2.9697
H -1.2050 2.3504 2.7857
H -0.2658 1.1614 2.1529
C 1.1491 -1.3646 0.2238
O 1.7185 -2.4812 0.8879
C 1.6640 -1.2753 -1.1936
N 1.1974 -0.0575 -1.8896
H 0.0544 -1.4297 0.2779
H 1.4497 -0.4748 0.7960
H 1.0415 -3.1438 1.0102
H 2.7536 -1.2710 -1.1016
H 1.3799 -2.1738 -1.7355
H 1.2354 -0.2499 -2.8781
H 1.8802 0.6733 -1.7168
```

Values from the calculation:
LUMO: -3.439 eV
Total charge: +1
Highest occupied orbital energy: -0.4764 hartree

Results of the Löwdin charge analysis, in e, for atoms 1 through 5: C -0.0924; C -0.2072; N 0.1091; N 0.1707; H 0.1182

=====

Relative energies, unit kJ/mol: run i 0.0; run ii 51.9